Molecular formula: C50H140CaN10O20
Method: DFT, ωB97M-V/def2-TZVPD

Atoms and positions in Å:
Ca -3.451 0.354 -2.107
C -1.805 -1.816 -0.519
O -1.858 -0.992 -1.634
H -0.806 -2.220 -0.427
H -2.219 -1.325 0.412
H -2.440 -2.767 -0.723
C -2.899 2.319 -4.703
O -2.619 1.099 -4.060
H -2.728 2.227 -5.796
H -3.775 2.805 -4.544
H -2.118 3.079 -4.406
C -1.495 2.726 1.332
C -2.237 1.695 0.578
C -3.517 1.150 1.254
O -4.186 0.224 0.464
C -5.041 -0.587 1.202
N -2.787 2.274 -0.725
H -1.203 2.235 2.253
H -2.099 3.613 1.543
H -0.633 3.093 0.761
H -1.557 0.877 0.342
H -4.247 1.912 1.573
H -3.300 0.547 2.180
H -5.952 -0.075 1.596
H -4.502 -1.114 1.993
H -5.523 -1.294 0.572
H -1.980 2.618 -1.237
H -3.297 3.101 -0.466
C 0.578 -7.280 -1.439
C 0.617 -5.812 -1.940
C 1.518 -4.937 -1.170
O 1.053 -4.696 0.184
C 1.989 -4.068 0.987
N 1.196 -5.761 -3.361
H -0.190 -7.759 -1.950
H 0.392 -7.323 -0.361
H 1.533 -7.699 -1.742
H -0.433 -5.395 -1.859
H 1.725 -3.947 -1.664
H 2.528 -5.470 -1.147
H 1.631 -3.997 2.024
H 2.291 -3.087 0.667
H 2.996 -4.516 0.938
H 0.728 -4.956 -3.834
H 2.167 -5.493 -3.293
C 7.163 5.387 -1.500
C 6.505 5.802 -2.878
C 6.335 4.633 -3.766
O 5.911 5.107 -5.047
C 5.954 4.058 -6.008
N 5.262 6.496 -2.612
H 8.140 4.803 -1.529
H 6.440 4.810 -0.949
H 7.354 6.294 -0.935
H 7.222 6.498 -3.353
H 5.670 3.857 -3.483
H 7.384 4.218 -3.869
H 5.451 3.222 -5.637
H 6.990 3.739 -6.224
H 5.436 4.309 -6.909
H 4.741 6.728 -3.437
H 4.629 5.967 -1.993
C 2.284 -3.460 4.894
C 2.652 -1.988 4.677
C 1.966 -1.534 3.406
O 0.548 -1.517 3.614
C 0.063 -0.655 2.513
N 2.270 -1.156 5.789
H 1.186 -3.542 4.952
H 2.666 -3.740 5.875
H 2.714 -4.071 4.145
H 3.713 -1.864 4.399
H 2.269 -2.108 2.525
H 2.226 -0.468 3.131
H 0.533 0.355 2.624
H -1.008 -0.529 2.665
H 0.211 -1.020 1.450
H 1.257 -1.023 5.775
H 2.636 -1.384 6.706
C 6.517 -1.393 0.043
C 5.886 -0.010 0.059
C 5.519 0.544 -1.351
O 6.736 0.820 -1.991
C 6.671 0.991 -3.407
N 4.610 -0.079 0.778
H 7.266 -1.414 -0.712
H 5.792 -2.241 -0.178
H 7.094 -1.646 0.997
H 6.541 0.719 0.554
H 4.871 1.447 -1.242
H 4.843 -0.201 -1.849
H 7.577 1.529 -3.739
H 5.751 1.470 -3.806
H 6.665 0.040 -3.939
H 3.911 -0.505 0.123
H 4.726 -0.675 1.589
C -2.514 -5.686 -4.358
C -3.393 -4.604 -3.754
C -3.758 -4.965 -2.336
O -4.807 -4.122 -1.822
C -5.167 -4.549 -0.524
N -2.931 -3.218 -3.852
H -3.238 -6.510 -4.460
H -1.718 -5.926 -3.622
H -2.098 -5.538 -5.347
H -4.295 -4.589 -4.381
H -2.949 -4.801 -1.597
H -4.130 -5.973 -2.344
H -5.526 -5.582 -0.478
H -6.006 -3.940 -0.096
H -4.308 -4.271 0.146
H -2.508 -2.942 -4.733
H -2.421 -2.911 -3.081
C 1.724 3.723 6.649
C 2.629 3.591 5.381
C 4.124 3.609 5.812
O 4.579 4.872 6.307
C 4.960 5.687 5.223
N 2.287 2.343 4.675
H 1.709 2.812 7.187
H 0.725 4.033 6.308
H 2.094 4.533 7.335
H 2.474 4.504 4.769
H 4.721 3.335 4.936
H 4.337 2.902 6.600
H 5.956 5.396 4.954
H 5.070 6.740 5.464
H 4.286 5.589 4.406
H 2.490 1.485 5.198
H 2.584 2.353 3.694
C -7.432 -1.136 -4.402
C -6.237 -0.489 -3.766
C -6.769 0.449 -2.755
O -5.733 1.227 -2.147
C -6.163 2.335 -1.299
N -5.239 -1.335 -3.012
H -8.102 -1.455 -3.594
H -7.128 -2.005 -5.027
H -8.133 -0.575 -5.058
H -5.722 0.112 -4.541
H -7.342 -0.169 -2.001
H -7.536 1.078 -3.244
H -5.484 2.362 -0.426
H -7.171 2.120 -1.019
H -6.052 3.264 -1.795
H -4.648 -1.863 -3.612
H -5.687 -2.032 -2.431
C -5.441 -3.809 4.565
C -4.458 -4.694 3.946
C -3.481 -3.958 3.040
O -2.712 -4.838 2.298
C -1.461 -4.301 1.928
N -3.700 -5.308 4.991
H -5.056 -3.218 5.357
H -6.104 -4.524 5.041
H -5.980 -3.199 3.885
H -4.926 -5.510 3.273
H -2.962 -3.177 3.658
H -4.129 -3.429 2.347
H -1.584 -3.365 1.325
H -0.936 -5.001 1.311
H -0.873 -4.104 2.840
H -3.057 -5.975 4.531
H -4.297 -5.979 5.576
C -2.536 -0.381 5.104
C -1.843 0.975 5.280
C -2.822 2.135 5.411
O -3.685 2.329 4.259
C -4.599 3.334 4.551
N -1.075 1.011 6.499
H -3.041 -0.737 6.051
H -1.790 -1.162 4.833
H -3.347 -0.290 4.358
H -1.178 1.134 4.355
H -2.210 3.003 5.646
H -3.455 1.961 6.252
H -4.111 4.123 5.088
H -5.397 3.078 5.268
H -5.001 3.549 3.583
H -0.313 1.646 6.290
H -0.725 0.058 6.719
C 1.574 -0.134 -1.482
C 1.672 -1.411 -2.310
O 1.970 -1.200 -3.654
O 0.511 0.686 -1.821
H 2.522 0.442 -1.562
H 1.547 -0.499 -0.441
H 0.741 -2.032 -2.159
H 2.577 -1.903 -1.972
H 1.299 -0.577 -3.936
H -0.263 0.135 -1.971
C 2.432 4.031 0.781
C 3.863 3.575 0.989
O 4.034 2.546 1.930
O 2.506 5.141 -0.094
H 1.936 4.385 1.726
H 1.913 3.169 0.396
H 4.476 4.421 1.360
H 4.238 3.370 -0.102
H 4.193 1.727 1.410
H 2.177 4.979 -0.965
C -0.001 4.325 -2.926
C 1.180 4.131 -3.807
O 2.341 4.114 -2.893
O -0.402 3.218 -2.198
H -0.868 4.632 -3.492
H 0.236 5.115 -2.190
H 1.319 5.101 -4.389
H 1.137 3.341 -4.487
H 3.109 3.957 -3.405
H 0.320 2.576 -1.972
C -1.463 -0.478 -6.582
C -0.284 0.417 -6.251
O -0.132 0.662 -4.842
O -1.362 -1.628 -5.757
H -1.372 -0.703 -7.633
H -2.371 0.063 -6.361
H -0.264 1.315 -6.852
H 0.620 -0.196 -6.641
H -1.035 0.899 -4.441
H -0.543 -1.536 -5.281

Output
total charge: 0
calculated total energy: -128404.12012 eV
frontier orbital gap: 8.37 eV
E_HOMO: -8.2 eV
strongest force on any atom: 4.98 eV/A
multiplicity: 1